{
  "formula": "C37H61N7O2",
  "method": "ωB97M-V/def2-TZVPD",
  "e_above_lowest_kj_mol": 8.9,
  "orbital_gap_ev": 7.89,
  "symbols": ["C", "O", "C", "C", "C", "C", "N", "C", "N", "C", "N", "H", "C", "C", "H", "H", "C", "N", "C", "H", "C", "H", "H", "H", "C", "H", "C", "C", "C", "C", "C", "C", "H", "H", "H", "H", "H", "H", "H", "H", "H", "H", "H", "H", "H", "H", "H", "N", "C", "H", "H", "C", "N", "C", "H", "C", "H", "H", "C", "H", "H", "H", "C", "C", "H", "H", "H", "C", "H", "H", "H", "H", "H", "H", "C", "C", "O", "C", "C", "H", "H", "C", "N", "C", "H", "C", "C", "C", "H", "H", "C", "H", "H", "H", "H", "H", "H", "H", "H", "H", "H", "H", "H", "H", "H", "H", "H"],
  "positions_angstrom": [[-4.724, -2.753, -2.352], [-3.419, -2.586, -1.844], [-2.901, -1.322, -1.705], [-1.536, -1.224, -1.843], [-0.864, -0.006, -1.690], [-1.618, 1.165, -1.434], [-1.048, 2.378, -1.315], [0.265, 2.434, -1.447], [1.091, 1.382, -1.637], [0.554, 0.186, -1.755], [1.388, -0.861, -1.960], [0.999, -1.783, -1.846], [2.818, -0.746, -1.789], [3.227, -0.876, -0.319], [2.774, -0.070, 0.260], [2.869, -1.831, 0.071], [4.744, -0.823, -0.193], [5.343, -1.898, -0.962], [5.044, -1.727, -2.370], [5.543, -2.522, -2.929], [3.537, -1.821, -2.597], [3.313, -1.711, -3.659], [3.196, -2.805, -2.269], [5.411, -0.756, -2.752], [6.760, -2.063, -0.691], [7.282, -1.091, -0.651], [7.006, -2.834, 0.611], [8.503, -3.021, 0.855], [8.744, -3.789, 2.152], [8.044, -5.144, 2.112], [6.549, -4.963, 1.863], [6.315, -4.196, 0.566], [6.713, -4.771, -0.273], [5.249, -4.049, 0.395], [6.061, -5.939, 1.812], [6.108, -4.412, 2.697], [8.205, -5.673, 3.054], [8.473, -5.749, 1.310], [9.816, -3.928, 2.306], [8.358, -3.207, 2.993], [8.997, -2.048, 0.902], [8.938, -3.576, 0.020], [6.593, -2.264, 1.450], [7.195, -2.637, -1.513], [5.025, -0.942, 0.854], [5.107, 0.165, -0.535], [3.092, 0.250, -2.150], [0.854, 3.653, -1.404], [2.288, 3.771, -1.360], [2.711, 2.997, -2.003], [2.559, 4.753, -1.757], [2.850, 3.585, 0.067], [2.271, 4.407, 1.095], [0.881, 4.159, 1.373], [0.680, 4.410, 2.419], [-0.195, 4.855, 0.512], [-0.308, 5.898, 0.811], [-1.135, 4.343, 0.721], [0.077, 4.797, -1.001], [-0.876, 4.756, -1.534], [0.622, 5.688, -1.322], [0.738, 3.079, 1.268], [2.900, 5.668, 1.416], [2.595, 6.845, 0.473], [1.543, 7.113, 0.511], [3.178, 7.711, 0.777], [2.862, 6.601, -0.551], [2.592, 6.081, 2.858], [1.569, 6.435, 2.954], [2.741, 5.240, 3.530], [3.259, 6.886, 3.157], [3.981, 5.476, 1.354], [3.930, 3.758, 0.044], [2.678, 2.537, 0.340], [-3.013, 1.053, -1.279], [-3.653, -0.158, -1.380], [-4.991, -0.329, -1.172], [-5.765, 0.763, -0.723], [-7.142, 0.221, -0.355], [-7.530, -0.341, -1.206], [-7.810, 1.060, -0.155], [-7.050, -0.698, 0.878], [-8.242, -1.433, 1.229], [-8.630, -2.457, 0.282], [-7.737, -3.016, -0.009], [-9.640, -3.395, 0.938], [-10.864, -2.606, 1.390], [-10.417, -1.473, 2.307], [-11.269, -0.856, 2.599], [-9.969, -1.893, 3.209], [-9.376, -0.610, 1.598], [-9.026, 0.178, 2.270], [-9.844, -0.131, 0.719], [-11.568, -3.259, 1.908], [-11.371, -2.189, 0.516], [-9.926, -4.179, 0.234], [-9.171, -3.863, 1.805], [-9.082, -2.030, -0.633], [-6.255, -1.428, 0.705], [-6.768, -0.094, 1.747], [-5.848, 1.518, -1.517], [-5.296, 1.226, 0.155], [-3.551, 1.962, -1.065], [-1.005, -2.134, -2.077], [-5.484, -2.586, -1.585], [-4.773, -3.788, -2.691], [-4.915, -2.086, -3.196]]
}